(1)
10
Properties=species:S:1:pos:R:3:forces:R:3 method="wB97M-V/def2-TZVPD" total_energy_ev=-10127.957 homo_energy_ev=-3.8 relative_energy_kcal_mol=61.0 gap_ev=7.855 total_charge=-1 mol_weight_g_mol=99.07
C -2.3595 0.6986 0.0492 3.6800 6.7311 -0.7899
C -0.0271 0.0881 0.0023 1.9606 0.4772 2.5652
N -3.5539 0.1493 0.0508 -0.1409 1.6022 0.1233
N -3.3383 -1.1469 -0.0118 0.4991 -1.4572 0.0208
N -2.0862 -1.4337 -0.0562 1.1209 -0.8573 -0.1519
N -1.4088 -0.2535 -0.0331 -2.3800 0.4643 -0.4151
O -1.6816 2.2589 -0.0287 -3.1115 -5.8208 0.4989
H 0.1341 0.4547 1.0790 0.0338 -0.3493 -1.3679
H 0.6950 -0.7494 -0.0904 -0.8909 0.1868 -0.4528
H 0.2532 0.9940 -0.5825 -0.7710 -0.9769 -0.0306

(2)
11
Properties=species:S:1:pos:R:3:forces:R:3 method="wB97M-V/def2-TZVPD" total_energy_ev=-11612.286 homo_energy_ev="2.1 / 1.0" gap_ev="5.476 / 6.488" total_charge=-2 multiplicity=3 s_squared=2.0149 mol_weight_g_mol=113.08
C 1.1209 -0.2699 0.0082 2.3325 0.3816 -1.4122
C -1.8265 0.1400 0.0228 0.2822 1.7399 3.5604
N 1.9357 -0.1248 1.0585 -1.1365 0.1293 -0.3942
N 1.6351 0.2995 -1.1397 -0.5943 -0.0450 1.9928
N 2.9118 0.6672 0.6050 0.6478 0.3220 -0.4059
N 2.7496 0.9298 -0.6753 -0.3770 -0.5757 0.0779
N -1.2449 -1.0959 0.5494 -0.3280 -0.1625 -0.7862
O -1.4254 -2.0517 -0.3457 -0.0107 0.0763 0.3404
H -2.9034 0.1115 0.4486 1.0127 0.6961 -1.0661
H -1.2259 1.1124 0.4952 -1.5623 -2.2793 -0.7959
H -1.7270 0.2819 -1.0270 -0.2664 -0.2827 -1.1110

(3)
11
Properties=species:S:1:pos:R:3:forces:R:3 method="wB97M-V/def2-TZVPD" total_energy_ev=-11611.801 homo_energy_ev=-8.8 relative_energy_kcal_mol=208.2 gap_ev=7.735 mol_weight_g_mol=113.08
C 0.1552 0.2697 -0.0768 0.1599 2.2191 2.6311
C -0.9764 1.1263 -0.0954 -1.0435 3.7701 -1.4212
H 3.1749 -0.3547 0.5405 -3.8982 -0.8382 -2.1492
H 1.5695 -1.4218 -0.3876 2.7757 3.7180 1.7712
H -0.9419 2.2670 -0.5260 0.4148 -2.7609 1.5703
N 2.1823 -0.3867 -0.0755 1.9588 -1.0627 2.4316
N 1.3039 0.6317 0.4508 0.2066 -3.3251 -4.1459
N -2.1976 0.8257 0.0014 -2.6484 0.1912 -0.2816
N -1.4467 -1.3542 0.1394 2.0354 -2.5192 -1.6819
N -0.2016 -1.0517 -0.2112 -5.6013 -1.2227 1.4748
O -2.6215 -0.5513 0.2405 5.6403 1.8303 -0.1994

(4)
7
Properties=species:S:1:pos:R:3:forces:R:3 method="wB97M-V/def2-TZVPD" total_energy_ev=-5656.458 homo_energy_ev="-10.7 / -10.7" relative_energy_kcal_mol=79.5 gap_ev="8.783 / 8.546" mol_weight_g_mol=57.05
C 0.6994 -0.3199 0.0948 0.6933 0.9121 0.7454
C -0.6403 0.2754 -0.1186 -0.0915 -0.1489 -0.0522
N 1.1648 -1.4683 -0.2103 0.5446 0.9536 0.5162
O 1.7028 0.2612 0.7021 -1.1680 -1.7827 -1.1819
H -0.5627 1.3580 -0.1356 0.0919 0.0761 -0.0152
H -1.2822 -0.0185 0.7105 -0.0296 0.0042 0.0420
H -1.0818 -0.0880 -1.0429 -0.0407 -0.0143 -0.0544

(5)
7
Properties=species:S:1:pos:R:3:forces:R:3 method="wB97M-V/def2-TZVPD" total_energy_ev=-5658.116 homo_energy_ev=-11.3 relative_energy_kcal_mol=41.3 gap_ev=11.752 mol_weight_g_mol=57.05
O -1.0313 0.6423 -0.5146 -0.2807 0.3717 0.2950
C -0.2481 -0.3237 0.0836 -0.3901 -0.5056 -0.0101
C 2.0557 -0.0887 -0.3655 0.5851 0.4548 0.4425
N 1.1087 0.1761 0.2879 0.4222 -0.6396 -0.8935
H -1.0288 1.4039 0.0751 -0.2081 0.1955 -0.1136
H -0.2397 -1.1584 -0.6188 0.1321 0.0127 0.2244
H -0.5963 -0.6709 1.0545 -0.2604 0.1105 0.0554

(6)
8
Properties=species:S:1:pos:R:3:forces:R:3 method="wB97M-V/def2-TZVPD" total_energy_ev=-7703.012 homo_energy_ev=-9.1 relative_energy_kcal_mol=111.4 gap_ev=8.842 mol_weight_g_mol=73.05
C 0.6346 -0.5457 -0.2529 1.7191 1.2651 0.1252
C 0.2643 -1.6260 0.2856 -1.0196 -1.9192 0.3805
N -1.0171 2.2743 -0.3102 -1.5689 0.5864 0.9833
O 1.2483 0.4226 -0.3950 0.0348 1.0990 -1.2657
O -1.1994 1.2482 0.2930 0.7802 0.9904 -1.1835
H -0.2538 -2.4970 0.0681 -0.9275 -0.9343 -1.2047
H 0.5292 -1.5928 1.2904 0.5740 0.1956 1.8697
H -0.2061 2.3166 -0.9791 0.4080 -1.2830 0.2952

(7)
8
Properties=species:S:1:pos:R:3:forces:R:3 method="wB97M-V/def2-TZVPD" total_energy_ev=-7706.644 homo_energy_ev=-10.6 relative_energy_kcal_mol=27.6 gap_ev=11.480 mol_weight_g_mol=73.05
O -1.0506 -0.4559 0.0971 0.1893 0.1322 0.2289
C 0.0554 -0.7698 -0.5989 0.4578 0.2135 0.0058
N 1.0657 -0.0585 -0.3311 0.1448 -0.2572 -0.2848
C -0.6665 0.7358 0.8134 -0.4282 0.1816 0.6985
O -0.4679 0.7399 1.9805 -0.4435 -0.0455 -0.6028
H -0.0682 -1.5969 -1.3045 0.0097 0.1894 0.1742
H 1.9274 -0.2233 -0.8195 0.1026 -0.3641 -0.3985
H -0.6977 1.5970 0.1347 -0.0326 -0.0498 0.1788

(8)
8
Properties=species:S:1:pos:R:3:forces:R:3 method="wB97M-V/def2-TZVPD" total_energy_ev=-7705.250 homo_energy_ev=-10.4 relative_energy_kcal_mol=59.8 gap_ev=10.658 mol_weight_g_mol=73.05
C -1.5452 1.2110 -0.6990 -1.9627 4.0419 -4.9949
C -0.7906 0.3316 0.0315 3.8580 -2.3636 6.9138
N -0.2083 0.5452 1.1783 -0.7897 2.1763 -3.0918
O -2.7055 0.9821 -0.5638 -2.1190 1.0269 0.2166
O -1.2020 -0.8530 -0.3503 0.0910 -1.7076 -1.8279
H -1.2578 1.8550 -1.6041 0.4514 -0.2966 1.5026
H -0.0056 -0.2297 1.7662 0.1625 -1.1110 0.1377
H -1.0539 -1.3892 0.3971 0.3084 -1.7664 1.1439